No. 1
ORCA calculation (ωB97M-V with the def2-TZVPD basis set) on C3H3O3Pr as an isolated structure at a distorted geometry.

Geometry as XYZ:
```
10
Properties=species:S:1:pos:R:3:forces:R:3:lowdin_charge:R:1
H 0.397957 0.449683 0.252627 -0.57 0.04 -0.36 0.162
O -1.639106 -0.987983 0.026980 0.83 0.72 -1.74 0.236
C -1.003276 -0.473177 -0.843359 -0.79 -1.29 4.38 -0.669
O 0.014153 0.398295 -0.709614 0.91 0.65 0.45 -0.020
O -1.112686 -0.663585 -2.155101 -1.88 -1.93 -3.64 -0.048
Pr 0.178554 1.243786 -3.202882 0.22 -0.03 0.68 1.715
H -1.774367 -1.410605 -2.460280 1.51 1.89 1.39 0.246
C 1.481058 0.541999 2.774297 1.19 -0.77 -2.11 -0.335
C 1.047805 0.807315 3.907225 -0.96 0.50 0.97 -0.226
H 2.409905 0.094272 2.410109 -0.47 0.23 -0.02 -0.063
```
Forces are in eV/Å.

Values from the calculation:
energy relative to the best compared isomer or geometry (same formula, charge and spin) = 179.0 kcal per mole
<S²> = 3.753
gap between HOMO and LUMO (spin up / spin down) = 2.303 / 2.312 eV
HOMO energy (spin up / spin down) = -9.216 / -9.089 eV
charge = +1
2S+1 = 4

***

No. 2
ORCA calculation (ωB97M-V with the def2-TZVPD basis set) on one molecule with the formula C2H4ClF at a distorted geometry.

Geometry as XYZ:
```
8
Properties=species:S:1:pos:R:3:forces:R:3:lowdin_charge:R:1
C -0.132626 -0.053872 0.760736 -1.62 -4.09 -2.01 -0.238
C 0.232571 0.216659 -0.641639 -1.02 0.27 -0.48 -0.559
F -1.533565 -0.241779 0.882558 0.82 0.10 -0.07 -0.067
Cl 0.520049 -1.147649 -1.778398 -0.08 0.19 0.71 0.544
H 0.141042 0.641250 1.422082 1.03 3.03 2.34 0.082
H 0.350388 -0.979158 0.975543 0.14 -0.93 0.94 0.104
H -0.650776 0.713706 -0.971624 -0.31 0.72 -1.04 0.070
H 1.072916 0.850843 -0.649259 1.04 0.72 -0.40 0.063
```
Forces are in eV/Å.

Values from the calculation:
energy relative to the best compared isomer or geometry (same formula, charge and spin) = 16.9 kcal per mole
SMILES = FCCCl
gap between HOMO and LUMO = 12.127 eV
HOMO energy = -11.096 eV
charge = 0

***

No. 3
ORCA calculation (ωB97M-V with the def2-TZVPD basis set) on C6H15ClI2MnO2PS as an isolated structure at a distorted geometry.

Geometry as XYZ:
```
29
Properties=species:S:1:pos:R:3:forces:R:3:lowdin_charge:R:1
I -4.454286 -1.294694 -1.404404 -0.15 -0.68 -0.14 0.223
I -4.378406 1.301664 -1.156962 0.04 0.65 0.05 0.186
Mn 0.382063 -0.005100 0.237367 3.10 0.04 -1.04 0.560
P 0.288588 -0.089082 -2.268234 1.14 -0.09 -2.38 0.789
C -1.259356 -0.104655 -3.227198 -0.82 0.06 0.87 -0.266
C 1.181917 1.359959 -2.921160 0.20 0.67 0.87 -0.241
H 2.257184 -1.502576 -2.471357 -0.61 0.01 -0.40 0.025
H 1.370191 -1.397425 -4.035274 -0.22 0.22 0.07 0.077
H 0.747245 -2.424881 -2.708321 0.12 0.04 -0.17 0.062
C 1.258151 -1.487983 -2.953292 0.28 -0.31 1.27 -0.237
H 2.185478 1.421779 -2.461008 -0.49 -0.06 -0.28 0.040
H 1.283095 1.304033 -4.015674 -0.21 -0.21 0.34 0.083
H -1.077624 -0.082827 -4.315800 0.28 0.00 0.53 0.088
H -1.866818 0.771351 -2.933611 0.23 -0.33 -0.26 0.001
H 0.624614 2.274050 -2.655955 0.24 -0.23 -0.21 0.066
H -1.846723 -1.000117 -2.967552 0.22 0.27 -0.21 -0.006
C -1.556095 -0.443666 0.421131 -5.29 -0.65 4.71 -0.089
O -2.372373 -0.561348 1.235182 3.38 0.32 -4.00 0.110
Cl 2.614755 -0.207118 -0.156048 -1.45 0.24 0.37 0.164
C -0.043904 1.467070 4.314403 -0.34 0.04 -0.27 -0.206
S 1.160336 0.528324 3.391542 -0.01 0.01 0.50 1.008
C 1.027728 -1.030991 4.249846 -0.03 -0.29 0.00 -0.210
O 0.318448 0.280421 2.108527 -0.23 -0.16 -0.57 -0.710
H 0.338308 1.702012 5.300205 0.15 0.05 0.17 0.082
H -0.951465 0.856284 4.375585 0.17 0.16 0.06 0.078
H -0.246628 2.383880 3.748126 0.17 -0.18 0.20 0.079
H -0.028895 -1.300355 4.338081 0.15 0.07 -0.03 0.078
H 1.573207 -1.798526 3.687451 -0.03 0.29 0.12 0.078
H 1.471259 -0.919495 5.244404 0.02 0.05 -0.15 0.088
```
Forces are in eV/Å.

Values from the calculation:
<S²> = 6.262
gap between HOMO and LUMO (spin up / spin down) = 4.812 / 5.779 eV
HOMO energy (spin up / spin down) = -14.832 / -14.831 eV
charge = +2
2S+1 = 5

***

No. 4
ORCA calculation (ωB97M-V with the def2-TZVPD basis set) on C36H43BaF20O26 as an isolated structure at a distorted geometry.

Geometry as XYZ:
```
126
Properties=species:S:1:pos:R:3:forces:R:3:lowdin_charge:R:1
Ba 13.386596 11.930211 18.117172 1.14 -0.07 -0.67 2.063
C 16.562799 12.192207 15.497699 -0.49 -0.15 -0.18 -0.342
O 15.403505 11.927318 16.200546 -0.25 -0.20 0.78 -0.522
H 16.345928 12.912624 14.699988 0.31 0.41 0.03 0.040
H 17.450723 12.569994 16.083285 -0.51 0.02 0.02 0.061
H 16.988726 11.337865 14.914671 -0.22 -0.24 0.31 0.058
C 19.222840 11.995640 18.895790 -1.72 -0.52 -1.02 0.036
C 18.581492 10.692601 18.312142 1.90 -0.83 1.36 -0.267
O 17.248421 10.857924 18.484197 -1.55 -0.39 -0.95 0.143
C 16.975027 11.946619 19.164535 -2.85 1.55 0.26 -0.575
O 15.828221 12.334039 19.368323 1.76 -0.63 0.03 -0.029
O 18.049307 12.590295 19.532781 1.32 0.45 0.18 0.120
F 18.870967 9.591579 19.101191 0.64 0.06 -0.10 0.045
H 19.512514 12.610524 18.057714 0.08 0.43 -0.05 0.111
H 20.026154 11.902529 19.597455 0.20 -0.41 0.39 0.143
H 18.823397 10.403704 17.295860 0.09 0.30 -0.20 0.163
C 20.479120 10.428253 12.911077 0.36 -0.37 0.09 -0.020
C 19.774405 10.191915 14.264506 -0.13 -1.04 -0.12 -0.270
O 20.803685 9.803157 15.126826 -0.08 0.63 -0.06 0.105
C 21.931072 9.501699 14.419056 0.79 -0.70 -0.23 -0.569
O 22.892271 8.965875 14.864781 -0.47 0.40 0.13 0.189
O 21.792932 9.843465 13.125416 -0.95 0.61 -0.05 0.075
F 18.878133 9.108798 14.302107 0.31 0.88 -0.63 0.019
H 20.538867 11.515726 12.749495 0.27 -0.37 -0.03 0.129
H 20.067489 9.946576 12.006801 -0.19 0.18 0.74 0.147
H 19.242886 11.070038 14.629017 -0.02 -0.13 0.14 0.133
C 15.784847 7.181112 20.841715 -0.02 2.80 0.98 0.044
C 16.423389 8.277344 21.819326 0.30 -1.19 0.25 -0.250
O 15.636147 9.424980 21.623232 1.03 0.09 1.14 0.153
C 14.705849 9.264939 20.697909 0.23 -0.55 -0.25 -0.584
O 13.969677 10.142859 20.366756 -0.42 -0.04 -0.45 0.054
O 14.733240 8.020144 20.219103 0.22 -1.29 -0.41 0.068
F 17.731429 8.579409 21.537223 -0.61 -0.11 -0.42 0.052
H 15.355269 6.369263 21.416702 -0.31 0.01 -0.16 0.131
H 16.501709 6.827201 20.108745 -0.09 0.14 -0.19 0.135
H 16.447279 7.979679 22.889356 -0.43 0.28 -0.68 0.175
C 8.863187 11.452742 14.133639 0.33 1.26 0.35 0.011
C 8.962937 13.026028 14.212858 0.02 -1.78 0.08 -0.243
O 10.012479 13.210916 15.161456 -0.76 -0.10 -0.64 0.145
C 10.242012 12.058941 15.794329 2.86 0.43 2.62 -0.501
O 11.103040 12.044650 16.715453 -2.80 -0.69 -2.52 -0.109
O 9.537988 11.046624 15.327628 0.85 0.29 0.94 0.095
F 7.820470 13.564314 14.693392 0.07 0.19 0.02 0.087
H 9.455505 11.087629 13.305687 -0.21 -0.24 -0.36 0.116
H 7.870948 11.036002 14.224638 -0.28 0.21 -0.47 0.148
H 9.245352 13.467518 13.266987 -0.06 0.38 -0.01 0.170
C 11.161814 14.851015 22.880495 -0.13 0.79 0.42 -0.022
C 11.696346 16.201070 22.320552 0.66 -1.10 1.04 -0.214
O 12.308477 15.764668 21.105994 -0.48 1.05 0.57 0.136
C 12.452592 14.439754 21.104447 1.51 -1.87 -2.03 -0.519
O 13.049665 13.851864 20.197768 -1.42 1.08 1.97 -0.009
O 11.892799 13.841826 22.156652 -0.16 0.85 -0.17 0.110
F 12.684663 16.688686 23.175101 -0.62 -0.32 -0.87 0.043
H 10.094295 14.759799 22.693523 -0.02 -0.20 -0.21 0.139
H 11.326670 14.759176 23.960935 0.22 -0.03 -0.41 0.149
H 10.960152 17.007630 22.199427 0.37 -0.41 -0.41 0.177
C 14.649114 10.116617 11.702319 -0.49 -0.36 -0.04 -0.042
C 13.721531 9.575252 12.820181 0.07 0.55 -1.45 -0.119
O 12.877118 8.465897 12.275427 1.29 0.64 0.75 0.048
C 11.643242 8.755582 11.957512 -0.56 0.38 0.88 -0.418
O 11.069126 9.810011 12.088000 0.25 -0.52 -0.23 0.131
C 10.906839 7.511529 11.410297 -0.54 -0.76 -0.45 -0.505
F 9.829193 7.161826 12.172029 1.12 0.53 -0.54 0.147
F 10.474355 7.847851 10.190709 -0.31 -0.04 0.02 0.166
F 11.681338 6.424054 11.258107 -0.28 0.59 0.45 0.164
H 15.304385 9.371649 11.241990 0.00 -0.23 0.54 0.078
H 15.271975 10.902613 12.145001 -0.16 -0.01 -0.21 0.070
H 14.072561 10.483776 10.840749 -0.03 0.31 0.50 0.089
H 13.063303 10.386739 13.146258 0.05 -0.34 0.03 0.119
H 14.327098 9.233140 13.658216 -0.39 -0.55 -0.11 0.102
C 18.170107 15.481708 15.156940 0.42 0.71 0.09 -0.047
C 18.820548 14.464993 14.252366 -0.68 0.16 -0.69 -0.190
O 19.806591 13.707199 15.028570 0.35 0.69 -0.31 0.006
C 21.063249 14.095727 14.907259 1.03 1.72 -2.59 -0.351
O 21.511162 14.977838 14.151138 -1.27 -2.63 2.66 0.135
C 21.989717 13.145301 15.706975 0.99 -0.14 0.09 -0.493
F 22.982559 13.875114 16.233573 -0.57 -0.52 0.11 0.177
F 21.361914 12.432880 16.672365 0.19 0.79 -0.24 0.140
F 22.547853 12.218410 14.898340 -0.32 0.58 -0.05 0.170
H 17.556508 16.230413 14.635070 -0.22 -0.73 -0.21 0.095
H 18.995564 16.138736 15.497361 -0.33 -0.54 0.48 0.099
H 17.606518 15.008033 15.956970 0.08 0.21 0.17 0.057
H 19.233910 15.076436 13.428817 0.47 -1.00 0.27 0.131
H 18.193996 13.642472 13.868740 -0.05 0.73 0.12 0.094
C 16.317964 7.707523 15.522175 -0.85 -0.67 0.71 -0.046
C 15.287816 8.495088 16.323515 0.98 -0.49 -1.00 -0.133
O 13.987578 7.828232 16.008725 2.42 -0.19 -0.61 0.080
C 12.953385 8.361514 16.486927 -2.30 0.58 1.52 -0.423
O 12.883774 9.219252 17.349128 -0.09 -0.20 -0.70 0.002
C 11.653359 7.775530 15.822814 -1.27 0.28 0.38 -0.486
F 11.805869 6.629458 15.169149 0.47 0.39 0.00 0.187
F 10.639555 7.580261 16.698067 0.97 0.29 -0.11 0.158
F 11.218981 8.727110 14.960773 0.34 -0.35 -0.05 0.148
H 16.191452 6.646152 15.791702 0.13 0.24 -0.37 0.095
H 17.317006 7.985788 15.821553 0.26 0.28 -0.12 0.065
H 16.157204 7.853160 14.457043 0.22 -0.11 -0.05 0.076
H 15.270957 9.519970 15.938144 -0.45 0.15 0.56 0.100
H 15.552342 8.444286 17.384196 -0.72 0.10 -0.08 0.125
C 14.523216 16.788743 18.725193 0.31 -0.49 -0.83 -0.038
C 15.467308 15.880638 17.913426 -1.75 0.60 0.37 -0.101
O 14.988796 15.789247 16.504261 2.20 1.06 0.54 0.084
C 13.953630 15.101805 16.302559 -3.26 -0.48 0.59 -0.427
O 13.268384 14.526640 17.139026 0.80 -0.24 -0.39 -0.043
C 13.305852 15.228592 14.901067 0.53 -0.37 -0.74 -0.537
F 12.147090 15.886121 14.943429 0.17 0.22 0.39 0.184
F 14.095975 15.829293 14.006287 0.01 0.09 0.21 0.168
F 13.038869 14.002751 14.454373 0.00 -0.34 -0.10 0.166
H 14.790687 16.701123 19.764703 0.48 0.29 0.42 0.082
H 13.509489 16.392433 18.711046 -0.05 0.28 -0.39 0.066
H 14.614913 17.811490 18.354678 -0.32 -0.04 0.29 0.091
H 15.386805 14.899100 18.350083 0.62 -0.48 -0.10 0.103
H 16.445849 16.327895 17.872890 0.37 -0.35 -0.27 0.123
C 17.709781 10.853642 8.938220 0.15 0.60 0.03 -0.042
C 18.344244 12.270487 8.932334 -0.80 -1.24 0.15 -0.129
O 17.441649 13.241489 9.554782 0.63 -0.07 -0.32 0.051
C 17.375950 13.162836 10.862841 -0.75 -1.37 -0.56 -0.409
O 17.910209 12.333794 11.556211 0.01 0.84 0.28 0.129
C 16.348354 14.184171 11.358796 -1.68 1.69 0.29 -0.463
F 16.963888 15.368979 11.518828 0.27 -0.32 0.53 0.157
F 15.328999 14.485862 10.477050 1.15 -1.26 1.06 0.135
F 15.795015 13.801469 12.543739 0.61 0.33 -1.37 0.130
H 18.464349 10.094986 8.760349 0.23 0.04 -0.40 0.082
H 16.888554 10.729211 8.242504 0.01 0.14 -0.30 0.079
H 17.331200 10.601183 9.916110 -0.15 0.18 0.44 0.049
H 18.540830 12.641592 7.931015 -0.05 0.08 0.12 0.129
H 19.242371 12.209279 9.524834 0.39 0.33 0.07 0.112
```
Forces are in eV/Å.

Values from the calculation:
gap between HOMO and LUMO = 8.043 eV
HOMO energy = -9.856 eV
charge = +1

***

One value per record, in order, for DFT total energy: -23355.12460 -17378.18539 -90712.93107 -146307.44463 eV.